{"formula": "C52H50F4N4O4P2Tl", "method": "wB97M-V/def2-TZVPD", "total_charge": 1, "total_energy_ha": -3785.6225, "lumo_energy_ev": [-3.41, -5.03], "species": ["Tl", "C", "N", "C", "C", "C", "N", "C", "C", "F", "C", "F", "C", "C", "F", "C", "F", "H", "H", "H", "H", "H", "H", "H", "H", "H", "H", "H", "C", "C", "C", "C", "C", "C", "C", "C", "P", "C", "C", "C", "C", "C", "C", "C", "C", "C", "C", "C", "C", "C", "O", "C", "C", "C", "C", "C", "C", "P", "C", "C", "C", "C", "C", "C", "C", "C", "C", "C", "C", "C", "H", "H", "H", "H", "H", "H", "H", "H", "H", "H", "H", "H", "H", "H", "H", "H", "H", "H", "H", "H", "H", "H", "H", "H", "H", "H", "H", "H", "H", "H", "H", "H", "C", "N", "C", "C", "O", "H", "H", "H", "H", "H", "H", "H", "O", "N", "O"], "positions_angstrom": [[0.2586, 1.1008, 1.2808], [-0.6798, 4.3934, 2.7185], [0.5032, 4.0280, 1.9782], [1.5840, 4.0114, 2.9595], [0.6635, 4.7086, 0.7165], [1.9196, 4.2818, -0.0831], [2.2136, 2.8340, -0.2728], [3.0471, 2.3410, -1.0825], [3.1977, 0.8287, -1.0551], [2.6040, 0.2148, -0.0220], [4.7040, 0.5339, -1.2784], [5.1166, -0.7131, -1.0630], [4.8932, 0.8608, -2.7257], [4.5858, 2.2624, -2.9963], [5.0656, 2.8298, -4.0906], [3.7726, 2.9773, -2.2024], [3.5238, 4.2712, -2.4227], [-0.6641, 5.4315, 3.0045], [-0.6782, 3.7558, 3.6204], [-1.5514, 4.2398, 2.0428], [1.7920, 5.0046, 3.3946], [2.4244, 3.5267, 2.4760], [1.2920, 3.3738, 3.7377], [0.8173, 5.8079, 0.8655], [-0.2266, 4.6318, 0.1317], [2.7975, 4.6627, 0.5689], [1.9734, 4.8923, -0.9636], [5.8652, 0.6359, -3.1454], [-4.0742, -4.4936, -3.5666], [-2.8669, -3.9908, -2.7282], [-1.6921, -4.9967, -2.7126], [-2.3737, -2.6777, -3.3120], [-2.6723, -2.2819, -4.6092], [-2.1577, -1.1155, -5.1200], [-1.3780, -0.2635, -4.3948], [-1.1382, -0.5902, -3.0364], [-0.2308, 0.5945, -1.9374], [1.3472, 0.8723, -2.8707], [2.5406, 0.1382, -2.3315], [3.7233, -0.0218, -3.3353], [3.4962, 0.4024, -4.7249], [2.4542, 1.2063, -5.0419], [1.4321, 1.4564, -4.0664], [-1.2608, 2.0821, -2.1834], [-2.6564, 1.9708, -2.1747], [-3.4891, 3.0783, -2.1728], [-2.8870, 4.3608, -2.1548], [-1.5054, 4.4806, -2.1743], [-0.6638, 3.3249, -2.1465], [-1.6396, -1.7772, -2.5383], [-1.5165, -2.1314, -1.1942], [-2.4398, -2.8988, -0.5544], [-2.4947, -2.8612, 0.8494], [-3.5037, -3.5675, 1.4481], [-4.4987, -4.2001, 0.7443], [-4.3282, -4.2829, -0.6579], [-3.3132, -3.6618, -1.2861], [-1.2334, -1.9073, 1.7891], [-1.1494, -3.0969, 3.1797], [-0.2434, -4.1429, 2.8869], [-0.2781, -5.3753, 3.5667], [-1.0799, -5.4776, 4.6581], [-1.9902, -4.4528, 4.9612], [-2.0077, -3.2801, 4.2968], [-2.2605, -0.4698, 2.4616], [-2.0138, 0.1357, 3.7172], [-2.7961, 1.2117, 4.1425], [-3.5533, 1.8844, 3.1898], [-3.6974, 1.3714, 1.8883], [-3.0804, 0.1880, 1.5693], [-3.7455, -4.5907, -4.5595], [-4.8403, -3.7561, -3.4874], [-4.4855, -5.4752, -3.2924], [-1.5156, -5.3497, -3.7153], [-2.0405, -5.8707, -2.1993], [-0.7730, -4.6196, -2.2296], [-3.2256, -2.9414, -5.2453], [-2.4037, -0.8486, -6.0942], [-1.0283, 0.6537, -4.8891], [2.2593, -0.8924, -2.0449], [3.9954, -1.1074, -3.3173], [4.2712, 0.1350, -5.4591], [2.4090, 1.6644, -6.0581], [0.6014, 2.1020, -4.4373], [-3.0096, 0.9498, -2.2467], [-4.5802, 2.9946, -2.2084], [-3.5291, 5.2259, -1.9737], [-1.0946, 5.5164, -2.3036], [0.3951, 3.3928, -1.9984], [-3.5020, -3.6198, 2.5372], [-5.2416, -4.7056, 1.3671], [-5.0011, -4.9379, -1.2318], [0.3015, -4.1966, 1.9374], [0.4587, -6.0709, 3.1644], [-1.1969, -6.4216, 5.2275], [-2.6752, -4.5808, 5.7810], [-2.7280, -2.4748, 4.5879], [-1.3180, -0.4387, 4.3583], [-2.7848, 1.5342, 5.1896], [-4.1853, 2.7720, 3.4908], [-4.2849, 1.9206, 1.0977], [-3.2372, -0.1559, 0.5073], [4.3353, 0.9982, 4.9603], [4.4839, 1.2292, 3.5255], [5.5772, 2.1049, 3.0532], [3.4499, 1.0827, 2.6879], [2.2870, 0.7393, 2.9465], [3.8056, 1.8139, 5.4480], [5.3563, 0.9263, 5.3493], [3.8671, 0.0241, 5.2378], [5.8520, 2.9009, 3.7632], [5.2690, 2.5316, 2.0953], [6.4906, 1.5284, 2.8653], [3.6372, 1.4055, 1.6871], [1.9623, -5.7136, 1.6611], [2.7083, -5.5017, 2.8092], [3.0099, -4.3481, 3.2396]]}